1.
{"formula": "C7H9ClNPS", "method": "ωB97M-V/def2-TZVPD", "total_energy_ev": -41541.93131, "e_lumo_ev": 0.2, "de_lowest_ev": 0.000, "homo_lumo_gap_ev": 9.312, "smiles": "CN[P@](=S)(Cl)c1ccccc1", "species": ["Cl", "S", "P", "N", "C", "C", "C", "C", "C", "C", "C", "H", "H", "H", "H", "H", "H", "H", "H", "H"], "coordinates": [[-2.87447, 2.13844, -0.67619], [-2.88673, -0.12721, 2.01720], [-1.99882, 0.48373, 0.38130], [-2.04499, -0.66605, -0.85640], [0.50412, 1.60978, -0.62364], [1.82629, 0.98416, 1.75319], [1.82479, 2.07741, -0.45314], [-1.91805, -2.13241, -0.74883], [2.50237, 1.69978, 0.76318], [0.54958, 0.59855, 1.60736], [-0.12837, 0.91349, 0.43581], [-0.11203, 1.88504, -1.45588], [3.54680, 1.88859, 1.09423], [-2.41374, -2.53381, -1.59608], [2.20046, 0.67726, 2.75404], [-2.56248, -2.37172, 0.00632], [-0.91762, -2.38392, -0.70742], [0.09536, 0.12533, 2.34709], [2.17318, 2.59632, -1.31602], [-1.96045, -0.47881, -1.82056]], "lowdin_charge": [0.22, 0.22, 0.10, -0.31, -0.10, -0.11, -0.05, -0.11, -0.05, -0.14, -0.31, 0.07, 0.11, 0.08, 0.13, 0.03, 0.06, 0.04, 0.09, 0.06]}

---

2.
{"formula": "C4H5NO2S", "method": "ωB97M-V/def2-TZVPD", "total_energy_ev": -20642.18238, "multiplicity": 3, "e_lumo_ev": [4.5, 2.1], "total_charge": -2, "homo_lumo_gap_ev": [3.007, 0.611], "species": ["S", "O", "O", "N", "C", "C", "C", "C", "H", "H", "H", "H", "H"], "coordinates": [[2.89534, 1.18876, -0.03894], [3.86028, 0.04788, -2.21024], [-0.03174, 2.37769, -2.97403], [1.80638, 1.00879, -2.45599], [0.89442, 1.74461, -2.58612], [-1.25146, -0.12745, 0.10740], [2.99623, 0.73896, -1.70253], [0.05633, 0.12744, 0.28791], [-1.73200, -0.74213, -0.73147], [0.74757, -0.52507, -0.22219], [0.44103, 0.77863, 1.01086], [-1.96144, 0.43939, 0.61549], [-8.72093, -7.05750, 10.89987]], "lowdin_charge": [0.47, -0.09, 0.09, 0.14, -0.36, -0.12, -1.02, -0.18, 0.07, 0.02, -0.02, 0.01, -1.00]}

---

3.
{"formula": "C4H8NOP", "method": "ωB97M-V/def2-TZVPD", "total_energy_ev": -17102.26412, "e_lumo_ev": 0.8, "de_lowest_ev": 2.059, "homo_lumo_gap_ev": 9.971, "smiles": "C=PN(C)C(C)=O", "species": ["P", "O", "N", "C", "C", "C", "C", "H", "H", "H", "H", "H", "H", "H", "H"], "coordinates": [[-1.96268, -0.08748, -0.42422], [-0.53955, 1.91154, 0.01372], [-0.06573, -0.19370, -0.14341], [1.80865, 1.46928, -0.20999], [0.33600, 1.08516, -0.01694], [0.45999, -1.47447, -0.49793], [-2.54260, -0.60902, 1.00392], [-0.52767, -2.02870, -0.88283], [1.21572, -1.34543, -1.33516], [0.84603, -2.05767, 0.28076], [1.71216, 2.29288, -1.00267], [2.26420, 1.90673, 0.62195], [-3.55558, -0.71084, 1.06531], [2.50438, 0.61208, -0.40511], [-1.95329, -0.77035, 1.93259]], "lowdin_charge": [0.99, -0.04, -0.27, 0.01, -0.63, -0.14, -0.35, 0.09, 0.10, 0.05, 0.12, 0.04, -0.06, 0.08, 0.03]}

---

4.
{"formula": "C40H30Br2N6O3S3Sc", "method": "ωB97M-V/def2-TZVPD", "total_energy_ev": -250350.98745, "e_lumo_ev": 1.8, "total_charge": -1, "de_lowest_ev": 0.119, "homo_lumo_gap_ev": 7.388, "species": ["Br", "Br", "Sc", "S", "S", "S", "O", "O", "O", "N", "N", "N", "N", "N", "N", "C", "C", "C", "C", "C", "C", "C", "C", "C", "C", "C", "C", "C", "C", "C", "C", "C", "C", "C", "C", "C", "C", "C", "C", "C", "C", "C", "C", "C", "C", "C", "C", "C", "C", "C", "C", "C", "C", "C", "C", "H", "H", "H", "H", "H", "H", "H", "H", "H", "H", "H", "H", "H", "H", "H", "H", "H", "H", "H", "H", "H", "H", "H", "H", "H", "H", "H", "H", "H", "H"], "coordinates": [[-2.76224, -6.41489, -2.96070], [-0.34117, -4.68278, 1.83189], [-0.03053, -0.10480, -0.22922], [3.88357, 1.05979, -2.49217], [6.85296, 0.99935, -2.68495], [1.25667, -0.49772, -2.47917], [-0.54656, -1.93073, 0.40886], [-2.97927, 3.06512, -0.73954], [0.73069, -0.33999, 3.92521], [5.07440, -1.08569, -2.88671], [-1.13585, 1.68239, -1.10498], [1.18150, 0.01099, 1.66459], [-1.24686, 0.83172, 1.28400], [-1.50825, -1.35063, -1.94188], [3.73698, -1.45846, -2.79615], [7.67740, -4.33598, -3.55260], [-2.20404, 2.16030, -0.44103], [-0.63311, 2.44906, -2.19282], [5.36216, -0.17846, 2.19237], [2.48602, 2.12359, 3.07981], [0.59068, 3.85676, -4.26809], [-1.88294, 0.81007, 3.54509], [1.26004, 3.66989, -3.06353], [4.62945, 0.88246, 2.70004], [0.65680, 2.98384, -2.02118], [1.36073, 2.84849, -0.69187], [0.41284, -0.03593, 2.78161], [-2.31174, 1.54578, 0.94077], [-2.56952, -3.25747, -3.66813], [3.24925, 0.94692, 2.53454], [2.59185, -0.08721, 1.85656], [2.64465, -2.26416, 0.56498], [8.01069, -3.07641, -4.02475], [-1.53558, -5.27634, -0.68826], [-1.33473, 2.68304, -3.37461], [-1.94437, -1.01316, -3.12699], [-2.49359, -1.94374, -4.02726], [2.98032, -0.43666, -2.59698], [-1.00786, -4.24958, 0.11836], [-3.26646, 1.87598, 1.87782], [4.70593, -1.18313, 1.49708], [5.38196, 0.22766, -2.72363], [7.17280, -1.98889, -3.81022], [-2.76219, 2.24032, -3.58631], [-0.99249, 0.49189, 2.54083], [-3.05347, 1.47471, 3.19273], [-1.55294, -2.65940, -1.57867], [-2.05576, -4.99384, -1.91484], [-2.07952, -3.66535, -2.40646], [-1.00440, -2.93340, -0.28762], [3.32628, -1.15088, 1.31534], [6.48537, -4.50606, -2.85873], [5.98686, -2.16750, -3.11153], [5.64029, -3.43080, -2.63774], [-0.69883, 3.37991, -4.40396], [6.20756, -5.48357, -2.48220], [7.43929, -1.01250, -4.18223], [-3.77940, 1.72904, 3.95718], [5.13478, 1.68560, 3.22915], [3.37443, -3.01070, 0.24684], [2.05947, 1.88569, 4.05857], [4.70704, -3.55753, -2.10827], [-2.85940, 1.67184, -4.51653], [-2.84075, -1.60556, -4.99475], [5.27085, -2.01322, 1.08411], [0.74450, 3.24882, 0.11428], [2.14505, -1.90568, -0.33400], [2.26197, 4.06662, -2.92809], [-3.13849, 1.64538, -2.76004], [8.33555, -5.17911, -3.72680], [1.06945, 4.38628, -5.08378], [6.43785, -0.21549, 2.32609], [-1.52582, -6.29340, -0.32191], [2.31285, 3.37795, -0.70430], [3.14272, 2.98740, 3.18756], [-1.84627, 0.02949, -3.39556], [-4.12050, 2.46726, 1.57566], [-3.40949, 3.11599, -3.66450], [-1.63215, 0.55510, 4.56537], [1.65819, 2.39466, 2.42168], [-2.99421, -3.99232, -4.33771], [1.89058, -2.74975, 1.18294], [8.93459, -2.92715, -4.57135], [1.58979, 1.81500, -0.42393], [-1.24125, 3.54626, -5.33101]], "lowdin_charge": [0.74, 0.79, 0.91, 0.99, 0.55, 0.64, -0.19, 0.05, 0.05, -0.13, 0.01, 0.02, 0.06, 0.05, 0.03, -0.10, -0.48, -0.22, -0.09, -0.04, -0.09, 0.02, -0.07, -0.06, -0.23, -0.06, -0.48, -0.15, -0.02, -0.20, -0.19, -0.04, -0.09, -0.17, -0.21, -0.13, -0.03, -1.05, -0.59, 0.01, -0.06, -1.10, -0.05, -0.06, -0.16, -0.03, -0.15, -0.63, -0.18, -0.38, -0.19, -0.09, -0.19, -0.02, -0.06, 0.10, 0.05, 0.11, 0.10, 0.08, 0.08, 0.10, 0.08, 0.11, 0.10, 0.09, 0.01, 0.10, 0.06, 0.10, 0.10, 0.10, 0.09, 0.08, 0.07, 0.08, 0.12, 0.09, 0.12, 0.07, 0.08, 0.05, 0.10, 0.02, 0.11]}

---

no.,molar mass (g mol⁻¹)
1,205.65
2,131.16
3,117.09
4,943.68